[1]
Below is a gas-phase ion, C3HN2OS (charge +1), with properties calculated with ωB97M-V with the def2-TZVPD basis set.

```
8
Properties=species:S:1:pos:R:3
C -0.3944 -1.2921 0.5448
C -0.6892 -2.8451 2.4298
C -0.1696 -0.1193 -0.3864
N -1.4930 -0.6300 -0.1117
N -0.1804 -2.1508 1.5743
O -0.9643 -3.5505 3.2719
S -0.6250 -1.5777 -1.2903
H 0.3060 0.8306 -0.4880
```

Results
ΔE to the lowest compared entry with this formula, charge and spin in kJ/mol: 223.26
Charge: +1
2S+1: 1

[2]
Below is a molecular structure, C3HN3O, with properties calculated with ωB97M-V with the def2-TZVPD basis set.

```
8
Properties=species:S:1:pos:R:3
C 0.6871 0.9664 -0.9924
C 0.2386 0.1770 0.0755
C 1.8966 1.9970 -0.3597
N 0.4143 1.0580 -2.1294
N 0.2283 0.6902 1.1908
N 0.6493 1.5696 1.8173
O 1.7535 2.4214 0.7534
H -0.3096 -0.6357 -0.1644
```

Results
ΔE to the lowest compared entry with this formula, charge and spin in kJ/mol: 467.97
2S+1: 1

[3]
Below is 2 unconnected molecules or ions with the total composition C3HN3O, with properties calculated with ωB97M-V with the def2-TZVPD basis set.

```
8
Properties=species:S:1:pos:R:3
C -0.3127 0.9688 -1.1546
C 0.4936 0.1098 -0.3974
C -0.8080 -0.3136 1.8470
N -0.9529 1.6861 -1.7779
N 0.4614 -1.1397 -0.6216
N 0.3883 -2.2397 -0.8248
O -0.5080 0.4160 2.6595
H 1.2384 0.5125 0.2699
```

Results
ΔE to the lowest compared entry with this formula, charge and spin in kJ/mol: 72.58
2S+1: 1

[4]
Below is a single C3HN3S molecule, with properties calculated with ωB97M-V with the def2-TZVPD basis set.

```
8
Properties=species:S:1:pos:R:3
C -2.2436 -0.0071 0.0005
C 1.7128 0.2357 -0.0062
C -0.9580 -0.4038 0.0346
N -3.3102 0.4343 -0.0454
N 1.2561 -1.0140 0.0015
N -0.0091 -1.1483 0.0122
S 0.7628 1.5921 0.0132
H 2.7893 0.3111 -0.0103
```

Results
ΔE to the lowest compared entry with this formula, charge and spin in kJ/mol: 0.00
2S+1: 3

[5]
Below is a molecular structure, C3HN5O6, with properties calculated with ωB97M-V with the def2-TZVPD basis set.

```
15
Properties=species:S:1:pos:R:3
C 0.4162 -0.2467 0.0036
C 0.0398 1.0432 0.0198
C -1.7378 -0.5868 0.0093
N -0.5662 -1.1680 0.0004
N -1.8239 0.7237 0.0266
N 0.4258 2.3737 0.0143
N -2.9696 -1.3850 0.0188
N -2.9339 1.7075 -0.0124
O 1.6343 2.4927 0.0215
O -2.8639 -2.5746 0.0318
O -3.2847 1.9626 -1.1028
O -0.4064 3.2423 0.0021
O -3.9876 -0.7313 0.0191
O -3.2624 2.0808 1.0496
H 1.4405 -0.5874 -0.0075
```

Results
2S+1: 1
E_tot in hartree: -839.71733

[6]
Below is a single C3HNOS2 molecule, with properties calculated with ωB97M-V with the def2-TZVPD basis set.

```
8
Properties=species:S:1:pos:R:3
C 0.4108 -0.7644 0.1805
C -0.3566 0.4534 -0.3024
C 0.0666 0.9751 -1.5429
H -0.5241 -0.7686 2.4369
N 0.4091 1.6522 -2.4645
O 1.3171 -1.0524 -0.5783
S 0.3107 -1.5245 1.7568
S -1.6336 1.0292 0.5140
```

Results
SMILES: N#CC(=S)C(=O)S
ΔE to the lowest compared entry with this formula, charge and spin in kJ/mol: 122.52
2S+1: 1

[7]
Below is a molecular structure, C3HNaO2, with properties calculated with ωB97M-V with the def2-TZVPD basis set.

```
7
Properties=species:S:1:pos:R:3
C 1.4032 -2.9873 0.5807
H 1.6582 -4.0400 0.6203
C 1.1717 -1.8021 0.4789
O 0.2072 0.7161 0.2601
C -0.5387 1.4847 -0.2187
Na -2.8236 4.1276 -1.2951
O -1.0781 2.5010 -0.4262
```

Results
ΔE to the lowest compared entry with this formula, charge and spin in kJ/mol: 121.38
Charge: +1
2S+1: 2

[8]
Below is a molecular structure, C3HO2Rb, with properties calculated with ωB97M-V with the def2-TZVPD basis set.

```
7
Properties=species:S:1:pos:R:3
C 0.9851 0.4319 0.2307
C -0.0622 1.1947 0.0937
O -1.4092 -0.2908 0.0132
C -1.1333 -1.0476 0.9776
O 0.0181 -0.9367 1.4445
H -0.4223 2.2133 0.0334
Rb 2.0238 -1.5648 -2.7931
```

Results
ΔE to the lowest compared entry with this formula, charge and spin in kJ/mol: 292.45
2S+1: 1

[9]
Below is a gas-phase ion, C3HO4 (charge -1), with properties calculated with ωB97M-V with the def2-TZVPD basis set.

```
8
Properties=species:S:1:pos:R:3
C -0.9922 -0.7188 0.6981
C 1.1617 0.4608 -0.2813
C -0.3193 0.0278 -0.4015
O 1.7621 0.3353 -1.3283
O -1.1173 -1.6945 1.3491
O 1.4680 1.0155 0.8362
O -1.2127 0.5315 0.6314
H -0.7502 0.0424 -1.5037
```

Results
SMILES: O=C([O-])[C@@H]1OC1=O
ΔE to the lowest compared entry with this formula, charge and spin in kJ/mol: 71.68
Charge: -1
2S+1: 1

[10]
Below is a molecular structure, C3INS, with properties calculated with ωB97M-V with the def2-TZVPD basis set.

```
6
Properties=species:S:1:pos:R:3
C 0.3253 0.7818 -0.0680
C -1.0132 0.7599 -0.1181
C 0.9434 -0.3377 -0.1485
N 0.3486 -1.4638 0.0886
S -1.3142 -0.9352 0.0029
I 4.1806 0.0802 0.0737
```

Results
ΔE to the lowest compared entry with this formula, charge and spin in kJ/mol: 89.19
2S+1: 3

The records above yield molar mass values of 113.1 95.1 95.1 111.1 203.1 131.2 92.0 154.5 101.0 209.0 Da, respectively.